Formula: C19H30AuNO7SSi
Source: the OMol25 dataset
Level of theory: ωB97M-V/def2-TZVPD

XYZ file:
```
60
Properties=species:S:1:pos:R:3:nbo_charge:R:1
Au -0.201 -17.894 -3.747 0.57
O -1.024 -11.027 -1.838 -0.73
C -0.569 -11.940 -1.154 0.72
O -0.147 -11.855 0.052 -0.80
C -0.329 -13.311 -1.785 -0.08
C 0.272 -14.337 -1.114 -0.25
C 0.352 -15.583 -1.749 0.01
N -0.159 -15.894 -2.953 -0.53
C -0.762 -14.899 -3.654 0.11
C -0.822 -13.615 -3.065 -0.21
C -1.516 -15.235 -4.978 0.74
O -1.711 -14.299 -5.734 -0.72
O -1.833 -16.427 -5.076 -0.79
H 0.633 -14.105 -0.090 0.25
H 1.016 -16.315 -1.359 0.19
H -1.313 -12.817 -3.598 0.25
C -1.431 -23.939 -0.688 -0.61
C -0.727 -23.005 -1.705 0.27
C 0.501 -22.325 -1.096 -0.64
C -0.391 -23.836 -2.946 -0.62
O -1.750 -22.121 -2.152 -0.95
Si -1.604 -20.463 -2.457 2.16
S -0.329 -20.189 -4.055 -0.87
O -0.966 -19.744 -1.082 -0.97
C -1.458 -19.121 0.138 0.28
C -0.237 -18.847 1.015 -0.62
C -2.451 -20.053 0.839 -0.65
C -2.086 -17.787 -0.177 -0.63
O -3.148 -19.910 -2.384 -0.96
C -4.162 -20.006 -3.419 0.29
C -5.459 -20.396 -2.770 -0.63
C -3.741 -21.093 -4.470 -0.66
C -4.206 -18.562 -4.005 -0.62
H -0.766 -24.781 -0.326 0.18
H -2.268 -24.402 -1.181 0.20
H -1.804 -23.447 0.183 0.21
H 1.318 -23.075 -0.907 0.19
H 0.292 -21.906 -0.138 0.21
H 0.877 -21.515 -1.753 0.25
H 0.306 -24.665 -2.725 0.18
H 0.065 -23.174 -3.642 0.23
H -1.311 -24.192 -3.382 0.21
H 0.222 -19.817 1.184 0.20
H -0.407 -18.321 1.947 0.20
H 0.463 -18.291 0.393 0.22
H -1.915 -21.016 0.813 0.20
H -3.342 -20.155 0.158 0.23
H -2.864 -19.878 1.810 0.20
H -1.347 -17.032 -0.481 0.22
H -2.464 -17.326 0.751 0.19
H -2.965 -17.769 -0.830 0.23
H -5.505 -21.289 -2.189 0.21
H -6.280 -20.430 -3.481 0.20
H -5.616 -19.600 -2.101 0.21
H -3.656 -22.044 -3.949 0.21
H -2.775 -20.924 -4.872 0.24
H -4.472 -21.204 -5.251 0.20
H -4.552 -17.866 -3.211 0.21
H -4.963 -18.584 -4.828 0.18
H -3.293 -18.255 -4.488 0.27
```

Results
**Frontier orbital gap**: 0.2477 hartree
**HOMO level**: -0.0963 Eh
**E_LUMO**: 4.1 eV
**Total charge**: -2